A 6-piece molecular cluster, C43H98NO6S overall, computed with ωB97M-V/def2-TZVPD.

Each line ends with the Mulliken charge.
Atoms and positions in Å:
C -5.15159 0.88054 -2.98885  -1.181
C -3.89702 -0.01561 -2.95731  0.141
C -4.33394 -1.42894 -3.23433  -0.371
C -3.30282 -2.54837 -3.30678  -0.681
C -2.67454 -2.99283 -1.99620  -1.016
C -1.40279 -2.30669 -1.54032  -0.582
C -0.19082 -2.68786 -2.39195  -0.792
C 0.15377 -1.84253 -3.59270  0.000
C 0.44932 -0.35658 -3.34245  -0.491
C 1.80123 0.01795 -3.93888  -1.327
C 2.92754 -0.29769 -2.93728  -0.627
C 3.41591 0.98841 -2.25739  -1.180
C 2.58740 1.51116 -1.09220  -0.120
C 3.35525 2.61913 -0.35471  -1.555
C 4.13421 2.18229 0.89290  -1.116
C 3.40932 2.48610 2.23110  3.651
C 4.46949 3.01865 3.20434  -1.519
C 4.95712 4.42095 2.83998  -0.986
C 4.50741 5.51141 3.83107  -0.961
S 3.77832 6.98470 3.07439  -0.140
C 2.23638 3.43268 2.17810  -1.983
C 1.53997 3.23692 3.54202  -1.458
N 1.90439 1.83299 3.96416  0.142
C 2.72485 1.25586 2.75572  -3.044
O 3.48682 0.24670 3.16562  0.110
C 2.97072 -1.09955 2.95525  -1.331
C 3.50809 -1.93391 4.07577  1.096
C 2.94112 -1.43005 5.39657  -1.794
C 3.22528 -3.42407 3.87046  0.595
C 3.30817 -3.82164 2.41603  -1.869
C 1.87935 -3.87674 4.40584  -1.632
H -5.35936 1.21100 -3.99152  0.324
H -5.98354 0.34188 -2.56414  0.270
H -5.00156 1.73021 -2.34511  0.225
H -3.21495 0.33163 -3.71834  0.181
H -3.44303 0.09690 -1.98390  0.222
H -5.09798 -1.73807 -2.53077  -0.085
H -4.80677 -1.41150 -4.20922  0.388
H -2.56186 -2.31161 -4.05764  0.207
H -3.84870 -3.39865 -3.69226  0.357
H -2.45243 -4.04999 -2.06194  0.497
H -3.44194 -2.88373 -1.23935  0.464
H -1.20542 -2.66392 -0.53532  0.356
H -1.48965 -1.23175 -1.46140  0.176
H -0.24958 -3.72231 -2.69144  0.210
H 0.68564 -2.61625 -1.75285  0.399
H -0.56403 -1.95027 -4.38999  0.303
H 1.07109 -2.27357 -3.97252  0.115
H -0.34541 0.26989 -3.71857  0.354
H 0.48525 -0.18122 -2.27670  0.158
H 1.83955 1.06495 -4.20016  0.553
H 1.93991 -0.59218 -4.81706  0.515
H 2.52131 -0.95897 -2.18561  0.176
H 3.76199 -0.78583 -3.41531  0.473
H 3.41590 1.77775 -2.99368  0.281
H 4.43740 0.85177 -1.91903  0.481
H 2.29341 0.70145 -0.43405  0.260
H 1.67506 1.91495 -1.51213  0.495
H 4.08467 2.97202 -1.06631  0.611
H 2.72558 3.46621 -0.13282  0.596
H 5.11380 2.62634 0.87853  0.522
H 4.30561 1.11694 0.82766  0.511
H 4.09970 2.98370 4.22614  0.744
H 5.30252 2.33714 3.14880  0.190
H 6.03133 4.39183 2.87920  0.584
H 4.65058 4.69842 1.84731  0.561
H 5.35505 5.88345 4.37538  0.442
H 3.81364 5.12399 4.55837  0.301
H 2.51255 6.58541 2.98067  0.101
H 1.50462 3.14876 1.43580  1.014
H 2.47381 4.46540 1.99753  0.377
H 1.90188 3.91052 4.29419  0.349
H 0.48028 3.33032 3.42091  0.592
H 1.04447 1.29745 4.00595  0.446
H 2.48769 1.75192 4.79066  0.479
H 1.93464 1.01205 2.05496  1.249
H 1.88899 -1.05004 3.00404  0.432
H 3.30007 -1.41585 1.98248  0.522
H 4.58129 -1.80585 4.08614  -0.105
H 3.25501 -2.07069 6.19994  0.448
H 3.31156 -0.43522 5.58900  0.316
H 1.86235 -1.38889 5.35088  0.444
H 3.99146 -3.97406 4.40092  0.413
H 3.10228 -4.86349 2.32225  0.515
H 2.52003 -3.33002 1.86424  0.487
H 4.27230 -3.60657 1.97661  0.331
H 1.71593 -4.89593 4.09793  0.491
H 1.83632 -3.86440 5.48360  0.357
H 1.06138 -3.29367 4.00203  0.311
C -9.63688 2.84776 -0.61305  -1.424
C -8.13633 3.10039 -0.62606  0.534
C -7.82383 4.56019 -0.34039  -1.158
O -7.58662 2.70441 -1.88687  -0.465
H -10.12729 3.44308 -1.38753  0.358
H -9.85154 1.79905 -0.81909  0.334
H -10.07579 3.10978 0.35009  0.379
H -7.65532 2.46563 0.11985  0.267
H -8.26644 5.19827 -1.11040  0.339
H -6.74910 4.73659 -0.34719  0.138
H -8.21609 4.86897 0.62885  0.380
H -8.00189 3.25918 -2.55681  0.306
C 8.02375 -1.07201 4.57104  -0.999
C 8.43795 0.18528 3.82294  0.382
C 8.20214 1.43650 4.65362  -1.091
O 7.72502 0.27599 2.58530  -0.529
H 6.95473 -1.03800 4.80577  0.064
H 8.19943 -1.95552 3.95830  0.314
H 8.57647 -1.18064 5.50424  0.417
H 9.49202 0.11923 3.55609  0.359
H 7.13483 1.53327 4.88139  0.130
H 8.50443 2.32543 4.09937  0.294
H 8.75303 1.40923 5.59357  0.436
H 6.78596 0.32479 2.79773  0.230
C -2.54846 4.50640 0.94382  -1.420
C -3.73017 4.75755 0.02202  0.720
C -3.27902 5.21695 -1.35525  -1.365
O -4.60766 5.71113 0.61068  -0.556
H -1.97763 5.42776 1.08914  0.365
H -2.89885 4.17623 1.92307  0.370
H -1.88215 3.74790 0.53369  0.318
H -4.31600 3.84189 -0.07531  0.164
H -2.72835 6.15865 -1.28060  0.415
H -4.14086 5.38871 -1.99895  0.320
H -2.63311 4.47671 -1.82991  0.352
H -4.13166 6.54220 0.71643  0.344
C -7.23350 -3.88433 -2.81415  -0.981
C -7.81066 -4.03344 -1.41585  0.377
C -9.30883 -3.77404 -1.39652  -1.287
O -7.14308 -3.14742 -0.51293  -0.551
H -7.38264 -2.86415 -3.17872  0.271
H -6.15944 -4.07394 -2.80073  0.096
H -7.70097 -4.57309 -3.51842  0.452
H -7.61124 -5.03876 -1.04424  0.304
H -9.52083 -2.75258 -1.72387  0.311
H -9.70258 -3.88498 -0.38663  0.328
H -9.83961 -4.46243 -2.05467  0.363
H -7.30651 -2.24747 -0.81721  0.323
C 1.13336 -5.72862 -6.19103  -1.342
C 1.69620 -5.59413 -4.78544  0.719
C 2.76740 -6.64468 -4.53459  -1.435
O 0.63278 -5.68834 -3.82586  -0.498
H 0.66499 -6.70770 -6.31998  0.342
H 0.36983 -4.97198 -6.37070  0.323
H 1.91476 -5.62035 -6.94340  0.392
H 2.11811 -4.59591 -4.65505  0.090
H 2.34238 -7.64776 -4.62578  0.355
H 3.17452 -6.55233 -3.53586  0.364
H 3.58532 -6.55356 -5.24957  0.374
H 0.23192 -6.55999 -3.91930  0.318

Atoms 1-6, force components in eV/Å:
C 0.976 -0.263 0.498
C -1.008 0.323 0.123
C 0.494 -0.509 -0.315
C -0.123 0.108 -0.036
C -0.268 0.440 -0.033
C 0.268 -0.440 -0.284

- Net charge: +1
- Total energy: -70784.42995 eV
- Gap between HOMO and LUMO: 8.56 eV